[1]
{
  "formula": "C30H32ClHfN3SSi2",
  "method": "ωB97M-V with the def2-TZVPD basis set",
  "elements": ["C", "C", "C", "H", "C", "C", "H", "H", "H", "H", "Hf", "Si", "C", "C", "H", "C", "H", "C", "H", "C", "H", "C", "H", "C", "C", "H", "C", "H", "C", "H", "C", "H", "C", "H", "H", "Si", "C", "C", "H", "C", "H", "C", "H", "C", "H", "C", "H", "C", "C", "H", "C", "H", "C", "H", "C", "H", "C", "H", "H", "Cl", "N", "N", "C", "N", "S", "H", "H", "H", "H", "H"],
  "positions_angstrom": [[1.09930, 0.90693, -0.12900], [0.67982, -0.05678, -1.12587], [-0.39008, 0.53337, -1.88120], [1.18183, -0.99388, -1.36526], [-0.63909, 1.85469, -1.36369], [0.30031, 2.09853, -0.30724], [0.45107, 3.04806, 0.20305], [2.01104, 0.85790, 0.45949], [-0.82666, 0.13380, -2.79161], [-1.30893, 2.58486, -1.81107], [-1.09175, 0.29867, 0.34374], [-5.73750, -2.33645, -3.60753], [-6.30956, -4.07739, -3.35754], [-7.23035, -4.42295, -2.35592], [-7.55612, -3.67524, -1.62983], [-7.70470, -5.73727, -2.29208], [-8.44352, -6.00762, -1.53246], [-7.24374, -6.69933, -3.19675], [-7.64541, -7.71406, -3.17551], [-6.25780, -6.36429, -4.13387], [-5.86645, -7.12169, -4.81420], [-5.77272, -5.05575, -4.20008], [-4.96734, -4.78567, -4.88717], [-7.18403, -1.19257, -3.65589], [-8.04527, -1.43508, -4.73823], [-7.78571, -2.19907, -5.47791], [-9.22244, -0.70405, -4.85775], [-9.89094, -0.92576, -5.68800], [-9.53281, 0.29010, -3.92351], [-10.46227, 0.85343, -4.00902], [-8.64693, 0.56002, -2.87375], [-8.87627, 1.34401, -2.15438], [-7.46362, -0.17323, -2.73842], [-6.76555, 0.03354, -1.92124], [-5.03049, -2.17817, -4.89441], [-4.21290, -1.94622, -1.93367], [-3.71034, -0.27165, -2.56058], [-3.21731, -0.15342, -3.87421], [-2.79313, -1.02488, -4.37333], [-3.39704, 1.03708, -4.58551], [-3.09834, 1.08407, -5.63533], [-4.01865, 2.12785, -3.97045], [-4.24816, 3.02559, -4.55402], [-4.30185, 2.07802, -2.60121], [-4.71793, 2.95570, -2.10506], [-4.09323, 0.89850, -1.87685], [-4.29929, 0.85219, -0.80615], [-2.93145, -3.25445, -2.26721], [-1.74390, -2.98391, -2.96230], [-1.36939, -1.96593, -3.03474], [-1.05226, -4.02783, -3.59161], [-0.20545, -3.80356, -4.24787], [-1.43734, -5.36089, -3.39081], [-0.91216, -6.17358, -3.89268], [-2.48979, -5.63107, -2.50873], [-2.76971, -6.66635, -2.29882], [-3.20212, -4.59077, -1.90946], [-4.00642, -4.80102, -1.20740], [-4.71944, -1.88534, -0.56969], [-2.43092, -1.62273, 0.52825], [0.24054, -0.88736, 1.74375], [0.84157, 0.08557, 2.60130], [0.07308, 1.11391, 3.04366], [0.50666, 1.76633, 4.12777], [-1.38329, 1.68013, 2.27589], [0.98545, -1.46618, 1.32435], [-0.31220, -1.57562, 2.28186], [1.45656, -0.35808, 3.29284], [0.00085, 2.57700, 4.46149], [1.40901, 1.58891, 4.55274]],
  "atomic_forces_ev_per_a": [[0.21, 1.12, -1.91], [0.26, 1.35, -0.83], [1.52, 0.65, -0.30], [-0.35, 0.11, 0.23], [1.32, -0.24, -0.34], [1.02, -0.33, -1.03], [-0.19, -0.37, -0.02], [-0.43, -0.15, 0.07], [-0.25, -0.09, 0.46], [-0.15, -0.27, 0.28], [-3.28, -2.97, -0.38], [-0.43, -0.15, 0.32], [0.20, -0.13, -0.06], [0.13, -0.51, -0.40], [-0.13, -0.17, -0.27], [0.01, 0.13, 0.16], [0.26, 0.05, -0.28], [0.19, 0.22, -0.17], [0.13, 0.32, 0.05], [0.02, -0.02, 0.13], [-0.14, 0.15, 0.20], [-0.42, -0.41, 0.24], [-0.35, -0.16, -0.01], [0.04, 0.24, -0.16], [-0.19, 0.38, 0.38], [-0.21, 0.20, 0.24], [-0.02, -0.01, -0.09], [0.04, 0.18, 0.21], [0.31, -0.14, 0.13], [0.27, -0.15, 0.00], [0.04, -0.01, -0.08], [-0.03, -0.13, -0.16], [-0.42, -0.19, -0.34], [-0.32, -0.05, -0.20], [0.25, -0.21, -0.05], [0.08, -0.20, -0.73], [1.13, 0.52, 0.59], [-0.57, 0.48, -0.23], [-0.29, 0.23, -0.01], [0.12, -0.30, 0.11], [-0.09, 0.06, 0.34], [0.12, 0.16, 0.24], [0.10, -0.35, 0.30], [0.15, 0.30, -0.05], [0.12, -0.18, -0.12], [0.13, 0.03, -0.60], [-0.45, 0.00, -0.14], [0.71, -0.28, 1.04], [-0.18, -0.79, -0.44], [-0.21, -0.11, -0.34], [0.27, -0.08, 0.19], [-0.21, -0.08, 0.33], [-0.30, 0.50, 0.16], [-0.16, 0.25, 0.12], [0.16, -0.16, 0.17], [0.14, 0.34, -0.01], [0.07, 0.20, -0.81], [-0.06, -0.12, -0.32], [-0.33, 0.01, 0.28], [0.63, 0.32, 0.33], [0.27, -0.46, 0.72], [0.06, -1.14, 0.88], [0.07, 1.04, 1.00], [-0.27, -0.39, -0.97], [0.34, 0.62, 2.24], [-0.20, 0.62, -0.04], [-0.04, 0.46, 0.00], [-0.09, 0.46, -0.22], [0.00, -0.04, -0.08], [-0.11, -0.13, 0.04]],
  "gap_ev": 3.983,
  "total_charge": 2
}


[2]
{
  "formula": "C5H7NO",
  "method": "ωB97M-V with the def2-TZVPD basis set",
  "elements": ["C", "N", "C", "C", "C", "C", "O", "H", "H", "H", "H", "H", "H", "H"],
  "positions_angstrom": [[-1.78896, 0.15207, 0.54219], [-0.41671, -0.17342, 0.25096], [0.12931, -1.40851, -0.10124], [1.39549, -1.21322, -0.56204], [1.64992, 0.21204, -0.54425], [0.53625, 0.75273, 0.04611], [0.31208, 2.05295, 0.33627], [-2.21318, 0.76317, -0.26303], [-1.85492, 0.71027, 1.47751], [-2.35440, -0.77513, 0.61675], [-0.46946, -2.30117, -0.00078], [2.09142, -2.00234, -0.83428], [1.78924, 0.79936, -1.44035], [1.19392, 2.43119, 0.47619]],
  "atomic_forces_ev_per_a": [[-0.23, -0.04, 0.16], [0.20, 0.00, 0.41], [-0.09, -0.08, 0.02], [-0.25, -0.04, -0.24], [-0.46, -0.17, -0.16], [-0.23, -0.14, -0.08], [-0.08, 0.12, -0.06], [0.04, -0.11, 0.15], [-0.09, -0.08, -0.05], [-0.03, 0.08, 0.08], [0.13, 0.03, 0.16], [-0.30, 0.27, -0.20], [1.76, 0.13, -0.08], [-0.36, 0.03, -0.13]],
  "smiles": "Cn1cccc1O",
  "gap_ev": 8.633
}


[3]
{
  "formula": "C3H16NO3S",
  "method": "ωB97M-V with the def2-TZVPD basis set",
  "elements": ["C", "C", "C", "S", "N", "H", "H", "H", "H", "H", "H", "H", "H", "H", "H", "H", "H", "O", "H", "H", "O", "H", "H", "O"],
  "positions_angstrom": [[1.30178, 0.40378, -0.34988], [0.83363, 1.83897, -0.73518], [0.31324, 2.65780, 0.40362], [-1.41171, 2.28435, 0.83375], [0.25819, -0.70433, -0.49676], [2.17190, 0.39267, -1.08605], [2.01039, 0.35020, 0.60006], [-0.00624, 1.72074, -1.54427], [1.59952, 2.47733, -1.15735], [0.30523, 3.87141, 0.26890], [0.89896, 2.37936, 1.46958], [-1.42995, 2.16252, 2.26689], [0.06780, -0.80847, -1.41593], [0.51022, -1.69503, -0.11842], [-0.49467, -0.27657, 0.20311], [-1.41982, -2.30418, 1.21047], [-0.55863, -2.05477, 2.42051], [-0.74882, -1.67291, 1.53488], [2.19103, -0.25330, -3.64671], [1.82565, -1.82030, -3.65566], [1.71560, -0.97306, -3.08764], [-0.63316, -4.77110, 0.28485], [-1.09103, -4.78300, 1.91856], [-0.94917, -4.30530, 1.07869]],
  "atomic_forces_ev_per_a": [[4.22, 0.85, -0.53], [-2.48, -0.62, -0.39], [0.46, 2.43, 4.21], [-0.89, -0.65, 1.52], [1.42, 2.40, 6.07], [-1.42, -1.52, 0.41], [-2.48, -0.01, -1.31], [1.55, 0.34, 1.26], [0.62, -0.55, -0.43], [0.58, -3.14, 0.06], [-1.11, 1.06, -3.09], [0.43, 0.22, -2.05], [-1.38, -0.24, -4.12], [0.08, 1.32, -0.33], [0.85, -1.66, -2.08], [0.37, 0.00, -0.18], [0.04, 0.43, -0.69], [-0.61, -0.40, 1.64], [-1.11, -1.71, 1.23], [-0.31, 1.87, 1.35], [1.29, -0.15, -2.54], [-0.08, -0.48, 0.87], [0.41, -0.54, -1.19], [-0.46, 0.76, 0.30]],
  "gap_ev": [3.127, 9.803],
  "s2": 0.7505,
  "multiplicity": 2
}


Computed values of electronic energy (unit: eV) for the preceding records, in sequence: -76505.40162, -8834.51698, -21832.66758.